Model P:
Computed, not measured: C27H20BCl3F4GeN9O5Pd as an isolated structure, with ωB97M-V/def2-TZVPD.

Computed properties:
gap between HOMO and LUMO (spin up / spin down)	8.267 / 7.481	eV

```
! RIJCOSX wB97M-V def2-TZVPD def2/J DEFGRID3
* xyz 0 2
Pd -0.454 -1.473 1.908
C 4.974 -1.475 0.868
N 3.614 -1.962 1.064
C 2.515 -1.274 1.347
N 1.483 -2.100 1.380
C 2.024 -3.320 1.097
N 3.317 -3.268 0.899
C 5.277 -1.139 -0.572
C 6.256 -1.838 -1.263
C 6.550 -1.518 -2.583
C 5.857 -0.509 -3.226
C 4.864 0.187 -2.539
C 4.583 -0.124 -1.216
C 4.120 1.237 -3.229
N 4.388 1.805 -4.352
N 3.367 2.714 -4.586
C 2.563 2.625 -3.584
O 2.976 1.708 -2.674
C 1.309 3.337 -3.358
C 0.888 4.292 -4.275
C -0.318 4.941 -4.071
C -1.100 4.635 -2.968
C -0.682 3.678 -2.049
C -1.586 3.358 -0.877
N -1.007 2.424 0.070
C -0.926 1.095 -0.007
N -0.227 0.640 1.019
C 0.095 1.768 1.712
N -0.346 2.871 1.161
C 0.529 3.036 -2.244
H 5.634 -2.263 1.222
H 5.103 -0.606 1.513
H 2.485 -0.214 1.533
H 1.452 -4.230 1.042
H 6.791 -2.640 -0.769
H 7.315 -2.069 -3.113
H 6.066 -0.253 -4.255
H 3.814 0.433 -0.693
H 1.506 4.511 -5.135
H -0.654 5.688 -4.778
H -2.046 5.144 -2.821
H -2.528 2.938 -1.231
H -1.813 4.260 -0.312
H -1.388 0.496 -0.775
H 0.646 1.760 2.638
H 0.883 2.297 -1.539
O -2.367 -1.142 2.494
C -3.073 -1.112 1.407
O -2.592 -1.340 0.298
C -4.506 -0.739 1.588
C -5.383 -0.890 0.518
C -6.719 -0.545 0.658
C -7.184 -0.042 1.863
C -6.291 0.102 2.909
C -4.958 -0.245 2.803
N -6.782 0.646 4.190
O -5.963 0.876 5.053
O -7.972 0.860 4.289
H -5.000 -1.287 -0.412
H -7.402 -0.672 -0.170
H -8.219 0.235 2.005
H -4.289 -0.136 3.644
Cl 0.115 -1.229 4.399
Ge -0.966 -3.105 3.526
Cl 0.510 -4.558 4.032
Cl -2.614 -3.284 4.834
F -0.501 -3.866 0.269
B -1.268 -4.863 0.821
F -1.825 -4.172 2.184
F -0.522 -5.907 1.267
F -2.397 -5.187 0.152
*
```

Atom charges from the Löwdin analysis, given in e for atoms 1 to 6:
1 Pd 0.7720
2 C -0.0666
3 N -0.1088
4 C -0.1285
5 N -0.0364
6 C -0.1728



Model Q:
Computed, not measured: C27H20BCl3F4GeN9O5Pd as an isolated structure, with ωB97M-V/def2-TZVPD.

Computed properties:
gap between HOMO and LUMO (spin up / spin down)	6.821 / 6.705	eV

```
! RIJCOSX wB97M-V def2-TZVPD def2/J DEFGRID3
* xyz 0 2
Pd 0.118 -0.020 0.060
C -2.979 4.534 1.065
N -2.681 3.249 0.426
C -2.209 2.124 0.942
N -1.964 1.244 -0.020
C -2.306 1.935 -1.151
N -2.752 3.144 -0.935
C -3.728 4.438 2.373
C -3.722 5.549 3.213
C -4.437 5.538 4.400
C -5.138 4.406 4.789
C -5.124 3.290 3.967
C -4.442 3.314 2.754
C -5.781 2.050 4.401
N -6.531 1.828 5.413
N -6.809 0.436 5.387
C -6.190 -0.021 4.366
O -5.519 0.934 3.675
C -6.053 -1.403 3.888
C -6.546 -2.457 4.653
C -6.349 -3.757 4.223
C -5.646 -4.011 3.049
C -5.163 -2.962 2.284
C -4.350 -3.203 1.039
N -2.999 -2.655 1.155
C -2.505 -1.559 0.601
N -1.288 -1.344 1.072
C -1.085 -2.383 1.934
N -2.109 -3.190 2.034
C -5.379 -1.657 2.705
H -3.558 5.089 0.330
H -2.038 5.066 1.214
H -2.053 1.966 1.997
H -2.209 1.517 -2.140
H -3.142 6.424 2.943
H -4.431 6.413 5.037
H -5.673 4.372 5.729
H -4.485 2.445 2.113
H -7.063 -2.246 5.580
H -6.727 -4.582 4.813
H -5.469 -5.033 2.734
H -4.798 -2.714 0.175
H -4.258 -4.267 0.831
H -3.015 -0.964 -0.135
H -0.175 -2.522 2.493
H -4.998 -0.829 2.119
O 0.475 1.528 1.490
C 0.740 2.332 0.540
O 0.570 1.936 -0.645
C 1.181 3.713 0.808
C 1.971 4.381 -0.123
C 2.365 5.689 0.120
C 1.942 6.342 1.270
C 1.136 5.656 2.153
C 0.760 4.345 1.969
N 0.619 6.379 3.342
O -0.395 5.948 3.854
O 1.231 7.354 3.717
H 2.279 3.861 -1.021
H 2.999 6.206 -0.587
H 2.217 7.366 1.478
H 0.156 3.829 2.703
Cl 1.460 -2.172 0.281
Ge 2.975 -2.388 -1.593
Cl 3.873 -4.252 -0.776
Cl -0.477 -0.836 -1.846
F 2.902 0.230 0.999
B 3.559 0.325 -0.215
F 2.653 0.436 -1.281
F 4.492 1.317 -0.230
F 4.243 -1.004 -0.463
*
```

Atom charges from the Löwdin analysis, given in e for atoms 1 to 6:
1 Pd 0.8369
2 C -0.0529
3 N -0.0937
4 C -0.1530
5 N 0.0067
6 C -0.2126



Short version: model P, model Q, most stable first.



Model P:
Computed, not measured: an isolated molecule of C3H6ClNO, with ωB97M-V/def2-TZVPD.

Computed properties:
SMILES	C/N=C(\Cl)OC
gap between HOMO and LUMO	10.779	eV

```
! RIJCOSX wB97M-V def2-TZVPD def2/J DEFGRID3
* xyz 0 1
C -0.763 -0.124 -0.001
C 0.001 2.102 0.027
C 0.759 -2.104 0.038
N 0.162 0.676 0.100
O -0.595 -1.602 0.082
Cl -2.467 0.267 0.066
H 0.593 2.506 0.701
H -0.982 2.281 0.117
H 0.207 2.522 -1.042
H 0.960 -2.087 -0.983
H 0.576 -3.056 0.355
H 1.548 -1.381 0.540
*
```

Atom charges from the Löwdin analysis, given in e for atoms 1 to 6:
1 C -0.7312
2 C -0.1021
3 C -0.0740
4 N 0.0015
5 O -0.1918
6 Cl 0.7045



Model Q:
Computed, not measured: an isolated molecule of C3H6ClNO, with ωB97M-V/def2-TZVPD.

Computed properties:
SMILES	C=C[C@H](Cl)ON
gap between HOMO and LUMO	10.835	eV

```
! RIJCOSX wB97M-V def2-TZVPD def2/J DEFGRID3
* xyz 0 1
C -0.020 -0.083 2.165
C 0.669 -0.050 1.012
C 0.120 -0.638 -0.249
N -0.788 0.606 -2.242
O 0.005 0.693 -1.079
Cl 1.178 -1.889 -0.874
H 0.540 0.380 3.064
H -0.944 -0.354 2.432
H 1.668 0.328 1.028
H -0.745 -1.234 -0.069
H -1.559 1.240 -2.212
H -0.124 1.001 -2.976
*
```

Atom charges from the Löwdin analysis, given in e for atoms 1 to 6:
1 C 0.0360
2 C -0.2061
3 C -0.6700
4 N -0.0084
5 O -0.2364
6 Cl 0.6406



Short version: model P, model Q, most stable first.



Model P:
Computed, not measured: C19H30Cl3CsGeNO9Si as an isolated structure, with ωB97M-V/def2-TZVPD.

Computed properties:
gap between HOMO and LUMO (spin up / spin down)	6.745 / 6.817	eV

```
! RIJCOSX wB97M-V def2-TZVPD def2/J DEFGRID3
* xyz -2 2
Cs -1.612 2.065 0.333
O 1.578 6.592 5.282
C 1.273 5.798 4.212
C 2.118 4.785 3.782
C 1.781 4.013 2.674
N 0.625 4.189 2.013
C -0.161 5.150 2.485
C 0.078 6.010 3.537
C -1.473 5.339 1.760
O -1.731 6.342 1.109
O -2.334 4.353 1.870
C 2.796 2.930 2.185
O 3.669 2.647 3.035
O 2.604 2.513 1.033
H 2.424 6.295 5.634
H 3.053 4.540 4.274
H -0.628 6.779 3.818
Cl -5.094 3.114 1.298
Ge -3.870 4.941 0.759
Cl -5.731 6.685 0.398
Cl -3.176 4.541 -1.329
C 1.669 -0.882 1.395
C 2.320 -1.544 0.181
C 2.738 -2.975 0.521
C 3.525 -0.723 -0.262
O 1.437 -1.610 -0.942
Si -0.231 -1.657 -0.934
O -0.968 -0.355 -0.494
O -0.568 -3.033 -0.033
C -1.776 -3.757 0.078
C -1.779 -4.381 1.471
C -1.783 -4.857 -0.987
C -3.000 -2.856 -0.094
O -0.607 -2.183 -2.488
C -0.223 -1.603 -3.722
C -0.133 -0.079 -3.628
C -1.295 -2.001 -4.731
C 1.130 -2.183 -4.139
H 2.395 -0.817 2.208
H 0.802 -1.461 1.727
H 1.360 0.136 1.152
H 3.436 -2.983 1.362
H 3.223 -3.435 -0.345
H 1.852 -3.559 0.776
H 4.299 -0.728 0.510
H 3.230 0.316 -0.422
H 3.934 -1.143 -1.185
H -0.881 -4.990 1.599
H -2.661 -5.011 1.618
H -1.772 -3.594 2.228
H -0.926 -5.519 -0.838
H -1.699 -4.398 -1.973
H -2.701 -5.450 -0.934
H -2.958 -2.026 0.612
H -3.919 -3.426 0.068
H -3.015 -2.434 -1.102
H -1.078 0.331 -3.268
H 0.098 0.347 -4.607
H 0.650 0.209 -2.922
H -2.259 -1.584 -4.428
H -1.382 -3.091 -4.759
H -1.050 -1.639 -5.733
H 1.870 -1.943 -3.374
H 1.452 -1.778 -5.102
H 1.054 -3.271 -4.221
*
```

Atom charges from the Löwdin analysis, given in e for atoms 1 to 6:
1 Cs 1.0616
2 O 0.0448
3 C -0.2990
4 C 0.0387
5 C -0.1498
6 N 0.1692



Model Q:
Computed, not measured: C19H30Cl3CsGeNO9Si as an isolated structure, with ωB97M-V/def2-TZVPD.

Computed properties:
gap between HOMO and LUMO (spin up / spin down)	6.469 / 7.274	eV

```
! RIJCOSX wB97M-V def2-TZVPD def2/J DEFGRID3
* xyz -2 2
Cs -1.707 -0.377 -2.553
O -6.733 3.721 0.390
C -5.812 2.944 -0.275
C -6.109 1.653 -0.672
C -5.132 0.922 -1.335
N -3.928 1.428 -1.599
C -3.647 2.677 -1.216
C -4.564 3.476 -0.546
C -2.236 3.250 -1.513
O -2.040 4.412 -1.120
O -1.438 2.482 -2.106
C -5.454 -0.538 -1.757
O -6.617 -0.910 -1.514
O -4.518 -1.184 -2.281
H -7.530 3.191 0.493
H -7.066 1.178 -0.489
H -4.279 4.476 -0.255
Cl 3.723 -3.032 -2.692
Ge 1.884 -1.846 -3.172
Cl 0.403 -3.429 -3.674
Cl 2.460 -1.140 -5.445
C 2.483 -2.833 2.739
C 2.876 -2.883 1.265
C 2.002 -3.892 0.526
C 4.348 -3.249 1.118
O 2.745 -1.568 0.723
Si 1.453 -0.877 -0.021
O 1.192 -1.510 -1.484
O 1.709 0.728 -0.025
C 2.546 1.609 -0.783
C 3.925 0.982 -0.960
C 2.637 2.886 0.046
C 1.890 1.904 -2.125
O 0.099 -1.149 0.860
C -0.639 -0.325 1.775
C -1.559 -1.280 2.527
C -1.460 0.684 0.986
C 0.298 0.379 2.754
H 2.662 -3.799 3.217
H 1.425 -2.587 2.833
H 3.068 -2.069 3.256
H 2.137 -4.884 0.964
H 2.270 -3.936 -0.529
H 0.947 -3.621 0.607
H 4.544 -4.239 1.537
H 4.966 -2.515 1.641
H 4.621 -3.247 0.063
H 4.364 0.746 0.011
H 4.583 1.670 -1.495
H 3.864 0.056 -1.537
H 3.064 2.666 1.027
H 1.640 3.310 0.178
H 3.265 3.625 -0.456
H 1.862 1.008 -2.748
H 2.467 2.660 -2.664
H 0.870 2.274 -1.990
H -2.190 -1.819 1.820
H -2.200 -0.729 3.217
H -0.972 -2.006 3.094
H -2.200 0.166 0.376
H -0.829 1.293 0.338
H -2.005 1.353 1.657
H 0.921 -0.349 3.277
H -0.290 0.929 3.492
H 0.944 1.081 2.229
*
```

Atom charges from the Löwdin analysis, given in e for atoms 1 to 6:
1 Cs 1.0503
2 O 0.0309
3 C -0.3025
4 C 0.0298
5 C -0.1863
6 N 0.0701



Short version: model Q, model P, most stable first.



Model P:
Computed, not measured: a 2-piece molecular cluster, C3H11NO2S overall, with ωB97M-V/def2-TZVPD.

Computed properties:
SMILES	N[C@H](CO)CS.O
gap between HOMO and LUMO	9.430	eV

```
! RIJCOSX wB97M-V def2-TZVPD def2/J DEFGRID3
* xyz 0 1
C 0.970 0.003 -1.849
O 1.755 1.158 -2.135
C 0.971 -0.294 -0.352
C -0.203 -1.282 -0.102
S -0.708 -1.593 1.635
N 0.805 0.906 0.439
H -0.011 0.110 -2.305
H 1.407 -0.852 -2.373
H 2.658 0.872 -2.308
H 1.885 -0.793 -0.067
H 0.144 -2.234 -0.485
H -1.055 -0.921 -0.673
H -0.273 -0.377 1.996
H -0.162 1.186 0.565
H 1.311 1.682 0.044
H -2.135 2.871 0.306
H -2.811 1.487 0.264
O -2.227 2.040 0.802
*
```

Atom charges from the Löwdin analysis, given in e for atoms 1 to 6:
1 C -0.2362
2 O -0.0700
3 C -0.4423
4 C -0.5272
5 S 0.6881
6 N 0.0303



Model Q:
Computed, not measured: a 2-piece molecular cluster, C3H11NO2S overall, with ωB97M-V/def2-TZVPD.

Computed properties:
SMILES	OCNCCS.O
gap between HOMO and LUMO	9.576	eV

```
! RIJCOSX wB97M-V def2-TZVPD def2/J DEFGRID3
* xyz 0 1
C 1.376 -0.381 -0.404
C 0.922 -1.686 0.269
S 1.798 -2.053 1.817
N 0.582 0.000 -1.605
C -0.704 0.663 -1.318
O -1.446 0.009 -0.296
H 1.576 0.381 0.346
H 2.352 -0.623 -0.839
H 1.018 -2.464 -0.493
H -0.135 -1.710 0.507
H 0.940 -3.023 2.140
H 1.226 0.552 -2.145
H -0.603 1.709 -1.042
H -1.298 0.501 -2.225
H -1.581 -0.843 -0.733
H -2.657 2.864 2.418
H -1.406 3.450 1.811
O -1.961 2.653 1.790
*
```

Atom charges from the Löwdin analysis, given in e for atoms 1 to 6:
1 C -0.2947
2 C -0.5886
3 S 0.6903
4 N -0.0517
5 C -0.2787
6 O -0.0655



Short version: model P, model Q, most stable first.



Model P:
Computed, not measured: a 2-piece molecular cluster, C3H7NO2 overall, with ωB97M-V/def2-TZVPD.

Computed properties:
gap between HOMO and LUMO (spin up / spin down)	8.554 / 4.746	eV

```
! RIJCOSX wB97M-V def2-TZVPD def2/J DEFGRID3
* xyz 1 2
C 1.199 0.254 0.230
C 1.666 -0.393 1.337
N 0.858 -0.407 -0.951
H 0.900 1.290 0.294
H 2.114 0.294 2.057
H 1.673 -1.434 1.656
H 1.447 -0.179 -1.759
H -0.735 0.226 -0.924
H 0.881 -1.419 -0.823
O -1.434 0.920 -0.857
C -2.572 0.456 -0.300
O -3.045 -0.617 -0.537
H -2.954 1.009 0.576
*
```

Atom charges from the Löwdin analysis, given in e for atoms 1 to 6:
1 C -0.0761
2 C 0.2431
3 N 0.1734
4 H 0.1489
5 H 0.1174
6 H 0.1216



Model Q:
Computed, not measured: a 2-piece molecular cluster, C3H7NO2 overall, with ωB97M-V/def2-TZVPD.

Computed properties:
gap between HOMO and LUMO (spin up / spin down)	10.427 / 6.285	eV

```
! RIJCOSX wB97M-V def2-TZVPD def2/J DEFGRID3
* xyz 1 2
O 1.835 0.078 0.540
C 1.603 1.259 0.415
O 0.498 1.705 -0.117
H 2.329 2.042 0.685
C -1.408 -0.948 0.151
C -2.394 -1.763 -0.354
N -0.362 -0.483 -0.551
H -1.452 -0.511 1.145
H -3.232 -1.881 0.295
H -2.302 -2.296 -1.283
H 0.587 -0.728 -0.098
H -0.359 -0.815 -1.511
H -0.066 0.883 -0.417
*
```

Atom charges from the Löwdin analysis, given in e for atoms 1 to 6:
1 O 0.0409
2 C -0.3299
3 O 0.0874
4 H 0.1647
5 C -0.0637
6 C 0.2506



Short version: model Q, model P, most stable first.



Model P:
Computed, not measured: an isolated molecule of C5H8N2O4, with ωB97M-V/def2-TZVPD.

Computed properties:
SMILES	O=N[C@]1([N+](=O)[O-])CCCCO1
gap between HOMO and LUMO (spin up / spin down)	8.817 / 8.817	eV

```
! RIJCOSX wB97M-V def2-TZVPD def2/J DEFGRID3
* xyz 0 1
C -0.727 -0.750 -1.254
C 0.614 -1.397 -0.856
C -0.607 0.689 -0.846
C 0.924 -1.353 0.615
C -0.036 0.795 0.801
N -1.313 0.885 1.554
N 0.466 2.243 0.928
O -0.323 3.156 0.882
O -1.701 -0.052 2.213
O 1.659 2.440 1.084
O 0.975 -0.049 1.133
H -1.041 -0.815 -2.303
H -1.531 -1.118 -0.756
H 0.441 -2.487 -1.093
H 1.357 -0.805 -1.376
H 0.268 1.163 -1.449
H -1.608 1.113 -1.139
H 0.192 -2.076 1.169
H 1.991 -1.580 0.694
*
```

Atom charges from the Löwdin analysis, given in e for atoms 1 to 6:
1 C -0.2221
2 C -0.1691
3 C -0.0501
4 C -0.1917
5 C -0.3466
6 N 0.0522



Model Q:
Computed, not measured: an isolated molecule of C5H8N2O4, with ωB97M-V/def2-TZVPD.

Computed properties:
SMILES	CN(C=O)C(=O)N/C(O)=C/O
gap between HOMO and LUMO	9.246	eV

```
! RIJCOSX wB97M-V def2-TZVPD def2/J DEFGRID3
* xyz 0 1
C 0.811 0.856 1.132
C -1.359 -0.335 0.817
C 1.681 0.000 0.714
C -0.512 0.452 -1.231
C -1.170 -1.890 -1.213
N -0.523 0.512 1.498
N -0.946 -0.648 -0.519
O 1.086 2.210 1.078
O -2.375 -0.870 1.225
O 2.970 0.381 0.496
O -0.613 1.652 -0.986
H 1.599 -0.970 0.526
H 0.273 0.214 -2.080
H -0.998 -2.638 -0.510
H -2.209 -2.029 -1.591
H -0.502 -1.787 -2.094
H -0.961 1.028 2.168
H 3.085 1.351 0.349
H 0.662 2.511 0.219
*
```

Atom charges from the Löwdin analysis, given in e for atoms 1 to 6:
1 C -0.3553
2 C -0.4455
3 C -0.1250
4 C -0.2762
5 C -0.0191
6 N 0.1872



Short version: model Q, model P, most stable first.